Entry 1:
76
Properties=species:S:1:pos:R:3:forces:R:3:mulliken_charge:R:1 method="wB97M-V/def2-TZVPD" s2=6.23 homo_energy_ha="-0.336 / -0.344" spin_multiplicity=5 lumo_ev="-2.23 / -1.89" orbital_gap_ev="6.904 / 7.467" energy_ha=-5089.710251 e_above_lowest_kj_mol=372.28
Mn -0.546 0.259 -1.244 -0.28 -0.71 -1.48 -0.535
C 0.759 -6.267 0.202 -0.03 0.01 0.02 -0.537
C 1.427 -5.419 -0.668 0.04 -0.04 -0.10 -0.745
C 1.176 -4.056 -0.639 0.00 0.14 0.11 -0.671
C 0.260 -3.533 0.268 0.50 0.17 -0.15 1.134
C -0.418 -4.386 1.136 0.08 0.02 0.03 -0.611
C -0.164 -5.748 1.100 -0.02 -0.04 -0.02 -0.737
P -0.227 -1.776 0.136 -1.50 -0.68 -0.21 1.661
C -0.932 -1.383 1.760 0.10 0.12 -0.01 0.815
C -0.275 -1.748 2.934 -0.02 0.11 -0.13 -0.376
C -0.783 -1.348 4.159 0.09 0.03 0.04 -0.851
C -1.932 -0.572 4.216 -0.04 -0.04 0.03 -0.742
C -2.582 -0.203 3.049 -0.05 0.08 -0.01 -0.545
C -2.081 -0.597 1.820 0.15 -0.15 -0.02 -0.802
C -1.628 -2.097 -1.024 0.34 0.41 0.25 0.223
C -2.614 -3.076 -0.992 -0.15 -0.01 -0.26 -0.411
C -3.345 -3.301 -2.145 -0.03 -0.09 0.26 -0.873
C -3.080 -2.573 -3.301 0.20 0.05 -0.09 -0.788
C -2.098 -1.594 -3.325 0.16 0.10 -0.29 -0.312
C -1.386 -1.319 -2.162 -0.49 -0.65 0.42 0.445
H 0.949 -7.331 0.177 0.01 0.00 -0.01 0.408
H 2.133 -5.823 -1.381 0.03 0.02 0.00 0.428
H 1.672 -3.385 -1.330 0.06 -0.06 -0.05 0.471
H -1.142 -3.992 1.835 -0.01 -0.01 0.01 0.398
H -0.703 -6.411 1.764 0.02 0.01 0.04 0.438
H 0.631 -2.339 2.878 -0.01 -0.04 0.07 0.611
H -0.272 -1.628 5.071 -0.01 -0.01 0.01 0.437
H -2.313 -0.245 5.173 -0.02 0.00 0.01 0.394
H -3.465 0.421 3.095 -0.02 0.00 -0.01 0.468
H -2.564 -0.285 0.901 -0.13 0.01 0.07 0.114
H -2.782 -3.673 -0.104 0.03 -0.01 0.01 0.477
H -4.099 -4.078 -2.155 -0.06 0.05 -0.02 0.433
H -3.642 -2.779 -4.202 0.00 0.01 -0.01 0.429
H -1.896 -1.068 -4.248 -0.08 0.04 0.05 0.580
F -2.377 6.457 -2.084 -0.03 0.01 0.03 -0.211
C -1.496 5.604 -2.593 -0.13 -0.09 0.07 0.481
F -0.291 6.174 -2.583 -0.03 -0.12 0.04 -0.202
F -1.829 5.332 -3.850 -0.02 -0.02 0.00 -0.204
S -1.422 4.052 -1.577 0.75 0.45 -0.58 1.170
O -0.564 3.179 -2.355 -0.01 -0.40 0.22 -0.624
O -0.947 4.494 -0.307 -0.08 -0.12 0.37 -0.679
N -2.938 3.615 -1.592 -0.17 -0.82 0.31 -0.664
S -3.371 2.120 -1.791 -0.01 0.28 -0.85 1.288
O -2.516 1.086 -1.186 0.71 0.25 0.10 -0.636
O -4.758 1.941 -1.554 -0.20 0.14 0.15 -0.664
C -3.153 1.794 -3.638 0.01 -0.02 0.01 0.627
F -1.953 1.260 -3.896 0.12 0.20 0.06 -0.189
F -4.069 0.932 -4.067 -0.12 -0.01 0.18 -0.246
F -3.277 2.921 -4.325 0.00 -0.02 0.08 -0.237
O 4.753 5.129 1.800 -0.03 -0.09 -0.12 -0.636
N 4.667 4.497 0.764 0.31 0.22 0.07 1.063
O 5.476 4.532 -0.144 -0.11 -0.03 0.11 -0.639
C 3.507 3.633 0.602 -0.44 -0.34 -0.06 -1.133
C 2.528 3.592 1.590 0.21 0.16 0.09 -0.348
C 1.437 2.784 1.438 -0.04 -0.31 -0.79 -0.893
C 1.230 1.977 0.260 0.37 0.21 -0.24 2.392
O 0.180 1.293 0.078 0.28 1.16 1.27 -0.217
C 2.284 2.053 -0.720 -0.31 0.56 0.97 -0.457
C 3.380 2.885 -0.540 0.21 0.00 -0.22 -0.148
N 2.241 1.333 -1.951 0.31 -0.16 -0.56 0.994
O 1.393 0.439 -2.156 -0.63 0.06 0.09 -0.583
O 3.081 1.557 -2.785 -0.05 -0.02 0.11 -0.668
N 0.427 2.826 2.490 -0.17 0.10 0.51 0.970
O -0.384 1.926 2.560 0.12 -0.02 -0.07 -0.444
O 0.488 3.758 3.272 -0.01 -0.05 -0.13 -0.692
H 2.629 4.204 2.474 -0.06 0.00 0.00 0.701
H 4.139 2.948 -1.305 0.00 0.00 0.00 0.689
C 3.820 -1.481 2.405 -0.17 0.12 -0.09 -1.570
C 2.868 -0.424 1.871 0.23 -0.09 0.05 0.210
O 2.242 -0.841 0.652 0.32 0.06 0.18 -0.029
H 4.103 -1.255 3.433 0.05 -0.02 0.01 0.425
H 4.729 -1.519 1.801 0.02 -0.05 0.01 0.402
H 3.339 -2.460 2.375 0.01 -0.02 0.09 0.322
H 3.405 0.517 1.706 -0.06 0.01 0.03 0.056
H 2.054 -0.237 2.573 -0.02 0.03 -0.06 0.215
H 2.907 -1.274 0.103 0.00 0.01 0.00 0.180

Entry 2:
59
Properties=species:S:1:pos:R:3:forces:R:3:mulliken_charge:R:1 method="wB97M-V/def2-TZVPD" homo_energy_ha=0.003 lumo_ev=4.49 orbital_gap_ev=4.405 energy_ha=-1731.184221 charge=-2 e_above_lowest_kj_mol=32.23
Rh 1.201 -0.148 -1.007 0.27 0.06 -0.07 0.496
O 1.387 3.929 0.015 -0.09 0.07 0.02 -0.851
C 1.444 2.691 0.067 0.09 0.12 -0.02 0.159
O 1.087 1.926 -0.883 -0.12 -0.12 0.20 -0.666
C 1.958 2.117 1.415 -0.07 -0.28 -0.23 -0.032
C 0.967 1.161 2.124 0.03 0.12 -0.07 -0.097
C 1.267 1.166 3.632 -0.01 0.07 0.00 -1.038
C 2.589 0.356 3.669 0.03 0.02 0.03 -1.033
C 2.759 0.000 2.178 0.12 0.11 0.01 0.120
O 1.407 -0.149 1.763 -0.07 -0.15 0.14 -0.304
C 3.259 1.240 1.410 -0.19 -0.16 -0.23 -0.058
C 3.922 0.899 0.044 0.13 0.06 -0.11 -0.079
O 5.069 1.345 -0.103 0.07 -0.05 0.04 -0.825
O 3.323 0.162 -0.804 -0.09 -0.11 0.24 -0.559
H 2.100 3.005 2.029 0.09 -0.03 0.02 0.506
H -0.076 1.298 1.846 0.01 -0.06 -0.04 0.623
H 0.476 0.648 4.176 -0.01 0.02 0.00 0.336
H 1.362 2.177 4.030 0.01 -0.01 0.02 0.397
H 2.478 -0.550 4.267 0.02 0.00 0.01 0.313
H 3.435 0.928 4.055 0.00 -0.01 0.01 0.390
H 3.317 -0.915 1.981 -0.04 -0.01 -0.05 0.548
H 4.057 1.723 1.973 -0.07 0.10 0.00 0.386
N -1.448 0.825 -0.988 -0.85 -0.23 -0.08 0.047
C -2.166 1.758 -0.750 0.65 -0.11 0.60 0.266
C -2.833 2.959 -0.903 -0.29 0.20 -0.34 0.148
C -2.136 4.200 -0.834 0.09 -0.12 -0.15 -0.632
C -2.821 5.387 -0.951 -0.07 0.03 0.03 -0.383
C -4.211 5.431 -1.117 0.06 -0.06 -0.01 -0.558
C -4.900 4.222 -1.175 -0.05 0.06 -0.01 -0.315
C -4.245 3.010 -1.076 0.15 -0.01 0.05 -0.633
H -1.057 4.186 -0.721 0.02 0.01 0.06 0.448
H -2.259 6.315 -0.913 0.02 -0.02 0.00 0.368
H -4.730 6.376 -1.217 -0.02 0.00 0.03 0.343
H -5.978 4.226 -1.308 0.00 -0.02 -0.01 0.323
H -4.800 2.081 -1.126 -0.02 0.01 -0.01 0.378
N 1.221 -5.831 1.892 0.00 -0.01 0.01 -0.615
C 1.466 -5.102 1.037 0.02 0.10 -0.12 -0.038
C 1.800 -4.226 -0.057 -0.07 -0.05 0.20 0.128
C 2.621 -4.684 -1.081 0.11 -0.02 -0.14 -0.302
C 2.924 -3.797 -2.101 -0.04 -0.09 0.04 -0.774
C 2.403 -2.517 -2.071 0.12 0.03 0.15 -0.282
N 1.593 -2.076 -1.085 0.11 0.12 -0.08 0.117
C 1.303 -2.928 -0.091 -0.22 0.02 -0.03 -0.216
H 3.006 -5.695 -1.065 0.00 0.00 -0.01 0.474
H 3.563 -4.092 -2.923 0.02 0.02 0.01 0.396
H 2.639 -1.777 -2.822 -0.02 -0.01 -0.02 0.415
H 0.645 -2.549 0.680 0.03 0.04 0.01 0.612
C -0.795 -0.278 -1.146 0.03 0.31 0.10 -0.630
C -1.700 -1.450 -1.198 0.02 0.08 -0.37 0.573
C -1.352 -2.590 -1.936 0.05 -0.06 0.01 -0.057
C -2.177 -3.702 -1.989 -0.02 0.00 0.00 -0.658
C -3.389 -3.717 -1.307 0.03 0.00 0.03 -0.447
C -3.760 -2.589 -0.583 0.01 0.02 -0.01 -0.558
C -2.938 -1.474 -0.539 -0.01 -0.04 0.14 -0.571
H -0.425 -2.573 -2.493 0.02 0.01 0.02 0.448
H -1.876 -4.564 -2.574 0.01 0.00 0.00 0.365
H -4.028 -4.592 -1.332 -0.01 0.00 -0.02 0.354
H -4.704 -2.576 -0.048 0.00 -0.01 0.01 0.360
H -3.243 -0.608 0.037 0.01 0.02 -0.04 0.375

Entry 3:
60
Properties=species:S:1:pos:R:3:forces:R:3:mulliken_charge:R:1 method="wB97M-V/def2-TZVPD" homo_energy_ha=-0.252 lumo_ev=-1.62 orbital_gap_ev=5.234 energy_ha=-1868.224473 e_above_lowest_kj_mol=88.99
Pb 2.629 -0.304 -0.840 -0.95 -0.78 -0.89 1.275
C -0.407 1.562 -4.519 -0.51 -0.25 0.25 -0.636
O -0.023 0.322 -5.182 0.33 2.74 0.04 -0.511
C -0.161 -0.848 -4.560 -0.79 -2.20 1.65 0.443
C -0.764 -1.848 -5.324 0.41 1.23 0.55 -0.307
C -0.932 -3.111 -4.794 0.43 -0.96 1.57 -0.875
C -0.557 -3.343 -3.479 -0.39 -0.90 0.78 -0.806
C 0.040 -2.399 -2.619 -0.10 0.79 -0.60 0.401
C 0.262 -2.754 -1.228 0.00 -0.74 1.10 -0.285
N 1.004 -2.130 -0.358 0.48 0.87 -2.12 -0.013
N 1.004 -2.503 0.936 0.17 -0.18 1.50 -0.663
C 1.698 -1.686 1.713 -1.28 -0.18 0.52 0.494
O 2.342 -0.633 1.345 0.24 0.07 -0.09 -0.750
C 1.596 -1.899 3.216 0.13 -0.77 -0.61 0.462
C 1.032 -3.074 3.734 -0.78 0.20 -0.49 -0.327
C 0.998 -3.235 5.106 -0.58 0.01 0.65 -0.399
C 1.492 -2.283 5.997 0.26 0.29 -1.16 -0.538
C 1.990 -1.095 5.453 -0.08 0.41 1.45 -0.411
C 2.053 -0.919 4.107 0.42 0.39 -2.37 -0.379
C 0.309 -1.113 -3.166 0.16 0.32 -2.03 0.599
O 1.023 -0.187 -2.620 0.40 0.46 0.98 -0.686
H -0.620 2.323 -5.297 0.30 -0.67 0.24 0.319
H 0.354 1.950 -3.822 -0.04 -0.40 -0.41 0.148
H -1.344 1.440 -3.923 0.58 -0.22 -0.45 0.280
H -1.124 -1.557 -6.306 0.16 -0.18 -0.01 0.431
H -1.325 -3.955 -5.321 -0.33 -0.05 -0.50 0.373
H -0.748 -4.312 -2.972 0.02 0.44 -0.79 0.284
H -0.303 -3.648 -0.837 0.53 0.78 -0.40 0.274
H 0.461 -3.791 3.099 0.95 0.69 0.37 0.315
H 0.403 -4.038 5.521 0.35 -0.37 -0.01 0.344
H 1.486 -2.487 7.048 -0.17 0.17 0.40 0.412
H 2.259 -0.215 6.049 0.11 -0.67 0.19 0.338
H 2.485 -0.005 3.643 -0.43 -0.68 0.58 0.269
O -6.340 0.291 1.533 0.13 -0.51 -0.29 -0.480
C -5.276 -0.493 1.185 -0.73 -1.13 0.88 0.637
O -5.418 -1.704 1.121 -0.10 2.00 0.04 -0.568
C -3.955 0.157 0.985 1.06 0.42 -0.47 0.616
C -3.640 1.532 1.100 0.38 -0.38 -0.13 -0.985
C -2.342 1.995 0.749 -1.04 -0.88 0.14 -1.055
C -1.362 1.077 0.304 -2.13 0.68 -0.05 -0.260
C -1.725 -0.269 0.192 1.25 0.00 0.18 0.463
C -2.955 -0.746 0.578 -0.26 1.16 0.23 -0.475
N -0.063 1.449 0.003 1.88 2.32 -0.39 0.301
C 0.281 2.689 -0.248 -4.36 -3.17 0.23 -0.056
C 1.591 3.124 -0.308 3.54 0.64 0.30 0.232
C 1.863 4.477 -0.049 -0.10 -0.25 0.39 -0.947
C 3.165 4.895 0.143 0.58 -1.63 -0.94 -0.303
C 4.205 3.928 -0.026 -2.05 0.82 -0.52 -0.815
C 3.852 2.643 -0.433 -0.62 0.27 1.33 -0.112
N 2.574 2.223 -0.466 0.62 0.80 -0.45 0.109
H -6.187 1.239 1.444 0.33 -0.16 -0.06 0.297
H -4.399 2.209 1.532 0.65 -0.15 -0.49 0.142
H -2.112 3.050 0.789 -0.05 0.02 0.33 0.342
H -0.909 -0.892 -0.152 -0.37 -0.29 0.12 0.530
H -3.212 -1.781 0.665 0.13 -0.47 -0.48 0.535
H -0.443 3.489 -0.426 -0.29 -0.17 0.23 0.357
H 1.034 5.152 0.157 0.15 -0.09 -0.34 0.374
H 3.338 5.942 0.284 0.42 0.26 0.44 0.433
H 5.210 4.222 0.089 1.01 0.12 0.05 0.423
H 4.611 1.874 -0.547 -0.02 0.09 -0.23 0.386